Entry from the Open Molecules 2025 dataset: a molecular structure, C15H28AlBBeKN2O14S (the ωB97M-V functional and the def2-TZVPD basis).

highest occupied orbital energy = -15.228 eV
total charge = +3

```
64
C15H28AlBBeKN2O14S the ωB97M-V functional and the def2-TZVPD basis
C 1.0399 2.0421 0.3738
O -0.1966 2.7944 0.1878
B -1.3309 2.2600 0.7148
O -1.4580 1.9233 2.0177
N -2.4113 2.0534 -0.3124
C -3.5824 2.7022 -0.0957
O -4.5658 2.3506 -1.0235
C -5.8491 2.6734 -0.4022
C -6.6604 1.4644 -0.1026
O -6.0832 3.8213 -0.1913
H 1.7208 2.6631 0.9604
H 0.8598 1.0956 0.8896
H 1.4600 1.8392 -0.6116
H -2.3281 1.6900 2.3644
H -3.9390 2.5088 0.9484
H -3.4579 3.8278 -0.1132
H -6.1821 0.8953 0.7062
H -7.6575 1.7777 0.2199
H -6.7116 0.8092 -0.9785
K -1.8879 2.8741 -2.7362
N 5.0032 -0.4924 -2.4879
C 5.1220 -0.7326 -3.8313
C 6.1668 0.0104 -4.3235
C 6.7090 0.7381 -3.2458
C 5.9817 0.3920 -2.1243
H 4.3362 -0.9211 -1.8686
H 4.4877 -1.4398 -4.3428
H 6.5143 0.0162 -5.3427
H 7.5422 1.4251 -3.2945
H 6.0704 0.7180 -1.0975
Be 2.3043 -1.0425 -4.4706
O -3.4459 3.5868 -6.1381
S -3.0881 4.8410 -6.7931
O -1.9993 4.6213 -7.7410
O -2.5915 5.8282 -5.8347
O -4.2771 5.3743 -7.4499
Al 8.2089 0.2887 -0.6364
C -2.3416 -1.1520 1.0531
O -1.9370 -2.4116 0.5550
C -0.8105 -2.3952 -0.1554
O -0.1887 -1.3976 -0.4646
O -0.4966 -3.6372 -0.4532
C 0.7082 -3.8313 -1.2002
H -3.2911 -1.2980 1.5594
H -1.6021 -0.7678 1.7577
H -2.4342 -0.4515 0.2173
H 1.5656 -3.4604 -0.6411
H 0.6388 -3.3318 -2.1661
H 0.7949 -4.9025 -1.3435
C 1.3235 -1.6418 2.4962
C 1.5075 -3.0750 2.9530
O 1.9501 -3.1571 4.3058
C 1.0040 -2.8933 5.2205
O -0.1383 -2.5983 4.9664
O 1.5408 -3.0160 6.4184
C 0.6615 -2.7307 7.5191
H 2.2421 -1.0687 2.6418
H 1.0503 -1.6105 1.4424
H 0.5367 -1.1542 3.0720
H 2.2854 -3.5689 2.3723
H 0.5858 -3.6467 2.8349
H -0.2366 -3.3395 7.4585
H 0.3986 -1.6750 7.5248
H 1.2223 -2.9793 8.4130
```

---

Entry from the Open Molecules 2025 dataset: 10 unconnected molecules or ions with the total composition C23H46Cl18NO3Si (the ωB97M-V functional and the def2-TZVPD basis).

highest occupied orbital energy = -11.745 eV
total charge = +1

```
92
C23H46Cl18NO3Si the ωB97M-V functional and the def2-TZVPD basis
C 4.3828 5.4066 3.7962
C 3.4874 4.8508 2.8330
C 2.8056 4.0028 1.5794
C 1.3034 3.4941 2.0262
C 0.9439 2.1771 1.1079
C 0.6159 0.8138 1.9987
N -0.0831 -0.2040 1.1275
C 0.5580 -1.5712 1.0835
O 1.5192 -1.7514 -0.0463
C 1.2463 -2.0697 2.4842
O 1.4672 -1.0154 3.4854
C 1.8924 0.2494 2.8542
C 3.3105 0.1751 2.0402
C 4.4612 0.8823 3.0176
O 5.8205 0.3553 2.7926
Si 6.5929 1.0960 1.3944
C 6.6509 3.0285 1.4370
C 8.4696 0.5169 1.3612
C 5.8411 0.4596 -0.3033
H 5.2723 5.7471 4.5159
H 3.4403 3.0422 1.2788
H 2.7887 4.6775 0.5969
H 0.5515 4.3638 1.7264
H 1.1896 3.2673 3.1710
H 1.7181 1.9772 0.2307
H -0.0803 2.4393 0.5533
H -0.1915 1.1672 2.8044
H -0.0450 0.1748 0.1339
H -1.1179 -0.2163 1.3669
H -0.3238 -2.3432 0.8553
H 1.9938 -0.8813 -0.2393
H 2.3041 -2.5398 2.1922
H 0.6087 -2.9413 2.9485
H 2.0575 1.0182 3.7525
H 3.7053 -0.9085 1.8264
H 3.3424 0.7591 1.0273
H 4.4164 2.0604 2.9720
H 4.1574 0.5615 4.1249
H 5.5672 3.4128 1.6542
H 7.3714 3.4454 2.2758
H 6.9744 3.4919 0.3954
H 8.7181 0.1978 0.2413
H 8.6336 -0.4334 2.0293
H 9.2059 1.3970 1.6353
H 4.8546 1.0249 -0.5807
H 5.7261 -0.7045 -0.2019
H 6.6444 0.7566 -1.1284
C 9.4194 -3.7046 1.4345
Cl 9.8559 -2.8994 -0.0776
Cl 9.8275 -2.7003 2.8308
H 8.3438 -3.8975 1.4371
H 9.9638 -4.6494 1.5045
C -2.6841 -1.9709 -0.6972
Cl -3.8282 -1.6764 -2.0123
Cl -3.3417 -1.4281 0.8514
H -2.4763 -3.0421 -0.6397
H -1.7592 -1.4261 -0.9016
C 2.2192 -1.3081 -3.7220
Cl 1.5389 0.1057 -2.9072
Cl 3.6072 -1.9477 -2.8334
H 1.4520 -2.0832 -3.7894
H 2.5414 -1.0196 -4.7254
C -6.3450 -3.5900 1.2471
Cl -7.2548 -3.4679 -0.2638
Cl -6.5563 -5.1800 1.9901
H -5.2841 -3.4335 1.0371
H -6.7010 -2.8235 1.9397
C -8.7073 -0.1577 1.9758
Cl -9.3876 1.2561 2.7905
Cl -7.3194 -0.7972 2.8644
H -9.4746 -0.9328 1.9084
H -8.3851 0.1308 0.9723
C 4.8611 -0.9518 -7.0030
Cl 3.5078 -1.9553 -6.4674
Cl 4.3872 0.0879 -8.3518
H 5.1913 -0.3260 -6.1703
H 5.6797 -1.6004 -7.3242
C -11.5358 0.9403 -0.7557
Cl -12.1914 1.3223 -2.3524
Cl -10.0550 -0.0160 -0.8882
H -11.3118 1.8722 -0.2309
H -12.2788 0.3695 -0.1933
C -6.0183 -4.3298 -3.5056
Cl -5.4453 -3.3010 -4.8241
Cl -4.7129 -5.3415 -2.8749
H -6.3988 -3.6969 -2.7002
H -6.8187 -4.9734 -3.8785
C -13.3390 3.8821 -4.4482
Cl -15.0112 4.0477 -4.9975
Cl -12.2024 4.3162 -5.7306
H -13.1787 4.5422 -3.5923
H -13.1627 2.8450 -4.1525
```

---

> What is the formula in the second record?

C23H46Cl18NO3Si

---

> The highest highest occupied orbital energy belongs to which entry?

C23H46Cl18NO3Si